The following is a DFT calculation (wB97M-V/def2-TZVPD) of a single C8H12N4O5 molecule in a non-equilibrium geometry.

Properties
HOMO level = -9.01 eV
Multiplicity = 1
Energy above the lowest of the compared OMol25 structures with the same formula, charge and spin = 898.7 kJ/mol
Electronic energy = -24679.1766 eV
Charge = 0
SMILES = Nc1cnn([C@H]2O[C@@H](CO)[C@H](O)[C@@H]2O)c(=O)n1

Last column: Löwdin charge in e.
Atoms and positions in Å:
1 N -4.89635 -0.34097 0.01454  0.10
2 C -3.48137 -0.09061 -0.00020  -0.36
3 C -3.16755 1.18687 0.39953  -0.08
4 N -1.96559 1.24276 0.78763  0.17
5 N -1.09156 0.35724 0.25434  0.09
6 C 0.40302 0.68784 0.44075  -0.37
7 O 0.85289 -0.05946 1.28101  0.10
8 C 2.17896 -0.39276 0.82190  -0.22
9 C 2.38760 -1.87824 0.74363  -0.13
10 O 2.07058 -2.21104 -0.63703  -0.14
11 C 2.64455 0.53267 -0.20860  -0.39
12 O 3.27798 1.56478 0.10596  0.20
13 C 1.27620 0.63834 -0.76862  -0.15
14 O 1.24363 2.02072 -1.32938  -0.02
15 C -1.40411 -0.82286 -0.38898  -0.44
16 O -0.61504 -1.75383 -0.93179  -0.02
17 N -2.63468 -0.90253 -0.44413  0.21
18 H -5.59328 0.46686 0.24857  0.14
19 H -5.31110 -1.28237 -0.29305  0.13
20 H -3.84637 1.98335 0.76765  0.14
21 H 0.38594 1.53268 0.94940  0.13
22 H 2.91503 -0.39547 1.67998  0.17
23 H 3.57644 -2.01084 0.37926  0.20
24 H 2.08491 -2.54708 1.34977  0.06
25 H 1.04760 -2.16278 -0.56743  0.06
26 H 3.18968 -0.07936 -1.08467  0.22
27 H 3.03442 2.26997 -0.25792  0.00
28 H 0.89666 0.07816 -1.41618  0.08
29 H 0.54090 2.36796 -1.89592  0.10

The following is a DFT calculation (wB97M-V/def2-TZVPD) of a molecular structure, C27H58Br15ClN2O2P in a non-equilibrium geometry.

Properties
HOMO level = -11.12 eV
Multiplicity = 1
Electronic energy = -1108457.9914 eV
Charge = +1

Last column: Löwdin charge in e.
Atoms and positions in Å:
1 C -1.35518 -0.77421 1.83579  -0.06
2 C -1.15724 -0.47496 0.32745  -0.25
3 C 0.00026 -1.25752 -0.27899  -0.60
4 Cl -0.66052 -2.30411 -1.60495  0.67
5 N 1.24639 -0.47885 -0.64074  -0.32
6 C 2.43824 -1.01494 0.13422  -0.28
7 N 2.29054 -1.00595 1.55721  0.08
8 C 1.13947 1.02709 -0.66298  -0.16
9 C 0.92018 1.74173 0.67233  -0.18
10 C 1.99656 2.74006 1.10556  -0.17
11 C 1.54307 4.10107 1.67782  -0.18
12 C 0.10738 4.31629 2.18335  -0.19
13 C -0.62476 3.28734 3.05006  -0.20
14 C -0.09808 3.02706 4.47405  -0.15
15 C 1.23601 2.32304 4.45836  -0.25
16 O 1.49739 1.69318 5.69530  -0.18
17 C 2.54151 0.74154 5.56383  -0.11
18 P 1.70070 -0.99375 -2.41795  0.59
19 O 0.84543 0.07176 -3.26458  -0.33
20 Br 3.77620 -0.22325 -2.74297  0.41
21 H -2.40706 -0.93394 2.02092  0.02
22 H -1.00593 0.04647 2.45205  0.06
23 H -0.83075 -1.67523 2.14893  0.08
24 H -1.14643 0.59991 0.21950  0.10
25 H -2.07429 -0.79290 -0.14080  0.01
26 H 0.30474 -2.00870 0.42870  0.09
27 H 3.30879 -0.42663 -0.10859  0.07
28 H 2.56855 -2.03901 -0.21781  0.12
29 H 1.36424 -0.99328 1.94949  0.06
30 H 2.96032 -0.44634 2.05728  0.09
31 H 0.31897 1.27648 -1.32266  0.12
32 H 2.01945 1.39578 -1.18085  0.08
33 H -0.03364 2.24836 0.61349  0.10
34 H 0.77859 1.01826 1.46189  0.07
35 H 2.63257 2.26023 1.84448  0.09
36 H 2.66222 2.93207 0.26730  0.11
37 H 1.70958 4.84118 0.90152  0.11
38 H 2.23629 4.37487 2.46492  0.10
39 H 0.08518 5.26044 2.71966  0.12
40 H -0.52817 4.49491 1.31631  0.11
41 H -1.62362 3.69313 3.19617  0.11
42 H -0.78425 2.32259 2.58104  0.07
43 H -0.79799 2.32898 4.92808  0.12
44 H -0.09783 3.94633 5.04968  0.12
45 H 2.02613 3.05744 4.26626  0.12
46 H 1.28403 1.59027 3.64855  0.10
47 H 2.98443 0.57263 6.53454  0.08
48 H 3.30281 1.14587 4.89155  0.08
49 H 2.16753 -0.18769 5.12678  0.08
50 H 0.62420 -0.33926 -4.12408  0.09
51 Br -4.21766 -0.05044 -1.93391  0.64
52 C -5.90951 -0.75180 -1.27851  -0.67
53 C -5.95419 -0.68034 0.22267  -0.67
54 Br -4.83039 -2.05968 1.02071  0.66
55 H -6.00249 -1.76430 -1.65635  0.06
56 H -6.68150 -0.12717 -1.72128  0.07
57 H -6.95995 -0.87023 0.59114  0.06
58 H -5.60386 0.27183 0.60744  0.05
59 Br 7.50402 1.41364 -4.63255  0.60
60 C 6.95565 1.05387 -6.46472  -0.69
61 C 5.78264 0.11289 -6.51437  -0.71
62 Br 6.31412 -1.72380 -6.14657  0.60
63 H 7.82483 0.66674 -6.98570  0.05
64 H 6.68636 2.02244 -6.87941  0.06
65 H 5.35239 0.09031 -7.51291  0.03
66 H 5.00764 0.36486 -5.79818  0.02
67 Br 2.12239 -2.62359 7.63537  0.60
68 C 0.72219 -1.35026 8.10619  -0.72
69 C 1.01973 -0.64217 9.39674  -0.69
70 Br 0.72983 -1.77778 10.95267  0.60
71 H -0.20608 -1.90874 8.13695  -0.05
72 H 0.68842 -0.63641 7.28459  0.04
73 H 0.34573 0.20160 9.52703  0.06
74 H 2.04667 -0.29630 9.45670  0.05
75 Br -1.76906 -4.02348 9.10444  0.65
76 C -3.43745 -3.10748 9.50381  -0.67
77 C -4.01305 -2.43597 8.28663  -0.69
78 Br -3.04663 -0.80959 7.82143  0.64
79 H -3.22598 -2.41112 10.30903  0.06
80 H -4.11344 -3.88049 9.86193  0.06
81 H -5.03568 -2.11742 8.47648  0.06
82 H -3.98877 -3.07392 7.40950  0.05
83 Br 1.91786 0.05282 -8.01018  0.59
84 C 2.25344 -1.62899 -8.93810  -0.68
85 C 3.29655 -1.47428 -10.01104  -0.69
86 Br 2.58427 -0.55650 -11.56941  0.65
87 H 1.29855 -1.96436 -9.32863  0.05
88 H 2.59624 -2.32062 -8.17163  0.06
89 H 3.61935 -2.44936 -10.36801  0.06
90 H 4.16107 -0.90819 -9.68049  0.04
91 Br -1.16592 -0.64224 -13.92579  0.59
92 C 0.49255 -0.68049 -14.94338  -0.71
93 C 0.37637 0.09403 -16.22826  -0.70
94 Br -0.65592 -0.87432 -17.56173  0.61
95 H 0.73720 -1.72489 -15.10475  0.05
96 H 1.24049 -0.22988 -14.29514  0.01
97 H 1.35829 0.24083 -16.67241  0.06
98 H -0.10733 1.05564 -16.09366  0.05
99 Br -8.55783 -0.49537 4.99554  0.63
100 C -7.02235 -1.48810 4.33416  -0.71
101 C -5.75820 -1.10954 5.05618  -0.71
102 Br -5.09167 0.62803 4.48529  0.58
103 H -6.96204 -1.30082 3.26776  0.01
104 H -7.25744 -2.53625 4.50498  0.06
105 H -4.96308 -1.81490 4.82355  0.05
106 H -5.88962 -1.05382 6.13170  0.03

The following is a DFT calculation (wB97M-V/def2-TZVPD) of a single C4H8O2 molecule.

Properties
HOMO level = -10.38 eV
Multiplicity = 1
Energy above the lowest of the compared OMol25 structures with the same formula, charge and spin = 25.6 kJ/mol
Electronic energy = -8373.0169 eV
Charge = 0
SMILES = CCOC(C)=O

Last column: Löwdin charge in e.
Atoms and positions in Å:
1 C -2.10888 -0.44615 0.70985  -0.07
2 C -1.18741 -0.05859 -0.42816  -0.23
3 O 0.12995 -0.07327 0.13407  -0.03
4 C 1.16111 0.21495 -0.67679  -0.54
5 C 2.41968 0.34249 0.14287  0.02
6 O 1.06378 0.35276 -1.87218  0.10
7 H -1.85929 -1.44894 1.06975  0.08
8 H -1.98451 0.25379 1.54195  0.08
9 H -3.15607 -0.43501 0.39511  0.08
10 H -1.24612 -0.74781 -1.27652  0.12
11 H -1.39482 0.95027 -0.80290  0.13
12 H 2.19245 0.88677 1.06256  0.09
13 H 3.19142 0.85996 -0.42650  0.09
14 H 2.77870 -0.65122 0.42689  0.09

The following is a DFT calculation (wB97M-V/def2-TZVPD) of a molecular structure, C27H44B2BeBr2ClF5MgNO20PSV in a non-equilibrium geometry.

Properties
HOMO level = -4.93 eV
Multiplicity = 1
Electronic energy = -290329.4755 eV
Charge = -1

Last column: Löwdin charge in e.
Atoms and positions in Å:
1 C 4.05048 -0.09465 0.27065  0.00
2 C 2.75552 -0.19465 1.05666  -0.08
3 C 1.38955 0.30447 0.30714  -0.23
4 P 0.23209 1.40432 1.35218  0.62
5 C -1.36761 0.77446 0.48138  -0.27
6 C -1.44891 1.11798 -1.11853  -0.29
7 C -2.46123 0.01680 -1.86841  -0.48
8 S -3.12450 0.96018 -3.39259  0.62
9 B 0.09923 0.25491 2.90015  -0.47
10 O 0.93432 0.57429 4.11211  -0.02
11 O -0.76400 -0.93643 3.01671  -0.06
12 C -0.09720 -2.16075 2.54724  -0.23
13 C 1.06694 -2.73641 3.55400  -0.09
14 O 1.74980 2.06119 2.00231  -0.34
15 C 2.27526 3.17034 1.16614  -0.29
16 C 3.42391 4.16948 1.77335  -0.19
17 C 4.95774 3.80642 1.27365  -0.25
18 C 5.19513 3.96267 -0.34077  -0.56
19 Br 6.37766 2.47186 -1.06437  0.51
20 C 0.87892 3.89711 0.60039  -0.62
21 Cl 1.37535 4.80004 -0.94442  0.50
22 C 0.30520 4.95456 1.71401  -0.04
23 C -1.32599 5.15488 1.67765  -0.20
24 O -2.02857 4.44406 2.60237  0.00
25 O -2.05435 6.03901 0.75424  -0.01
26 C -2.72487 5.29032 -0.32356  -0.24
27 C -2.21943 5.54715 -1.88429  -0.02
28 O -3.75166 4.42930 -0.08972  -0.02
29 O 0.07369 2.73682 0.18884  -0.34
30 H 4.99061 0.44287 0.75443  0.04
31 H 4.21435 -0.57430 -0.78624  0.08
32 H 2.84913 -0.66992 2.12079  0.11
33 H 1.70465 0.93294 -0.65507  0.11
34 H 0.81970 -0.64178 -0.10928  0.11
35 H -0.64669 2.26921 2.15224  0.09
36 H -1.53872 -0.38981 0.58807  0.10
37 H -2.26757 1.27523 1.08529  0.12
38 H -0.41637 1.00278 -1.69642  0.11
39 H -1.96135 2.17360 -1.33919  0.08
40 H -3.37697 -0.27745 -1.20271  0.09
41 H -1.86317 -0.89442 -2.31200  0.07
42 H -2.08207 1.87414 -3.75246  -0.09
43 H 0.29671 1.13890 4.66638  0.12
44 H -0.94235 -3.00265 2.50848  0.14
45 H 0.37055 -2.08768 1.47419  0.11
46 H 2.10819 -2.48588 3.08250  0.07
47 H 0.95115 -3.92327 3.54283  0.10
48 H 0.98584 -2.28049 4.63542  0.09
49 H 2.71785 2.76798 0.13296  0.13
50 H 3.18880 5.25433 1.33391  0.12
51 H 3.29757 4.20168 2.93969  -0.12
52 H 5.34721 2.76178 1.66979  0.10
53 H 5.66121 4.61786 1.79502  0.12
54 H 4.20243 3.94714 -0.97998  0.05
55 H 5.77687 4.96369 -0.59885  0.08
56 H 0.84615 6.00690 1.60486  0.14
57 H 0.57632 4.58104 2.80988  0.15
58 H -3.09646 5.52996 -2.65962  0.09
59 H -1.40341 4.73584 -2.13564  0.07
60 H -1.73901 6.62587 -1.89269  0.09
61 Be 3.54834 3.56088 4.71097  0.34
62 B -6.85408 0.71354 -6.95928  -1.06
63 O -7.41434 -0.64056 -7.02414  0.25
64 C -7.32978 -1.16334 -5.79331  -0.37
65 O -7.71059 -2.28462 -5.49827  0.19
66 C -6.73176 -0.20925 -4.89963  -0.35
67 O -6.51405 -0.37577 -3.71044  0.20
68 O -6.43910 0.91534 -5.56687  0.08
69 F -7.86560 1.69208 -7.32715  0.09
70 F -5.70559 0.82347 -7.84514  0.13
71 Mg -6.26560 2.86012 -6.16759  1.33
72 C 0.64418 -6.32138 9.55330  -0.06
73 C 1.00576 -6.88431 8.19097  -0.24
74 O 1.44561 -5.83632 7.31377  0.01
75 C 2.75632 -5.45325 7.44069  -0.33
76 O 3.53844 -5.94857 8.24683  0.14
77 C 3.10106 -4.37115 6.41844  -0.47
78 F 2.14326 -3.40321 6.33175  0.12
79 F 3.24085 -4.87993 5.16077  0.14
80 F 4.26673 -3.72423 6.69928  0.14
81 H -0.09321 -5.51832 9.45415  0.08
82 H 0.23362 -7.10283 10.19826  0.08
83 H 1.52044 -5.88925 10.04641  0.07
84 H 0.11763 -7.33075 7.73192  0.07
85 H 1.76094 -7.67506 8.26726  0.12
86 C -2.52225 -0.08975 -7.72922  -0.90
87 O -3.39640 -0.39372 -6.88231  -0.04
88 O -2.48252 -0.98497 -8.70579  0.03
89 O -1.72690 0.87436 -7.79044  0.01
90 H -3.19991 -1.50415 -8.28899  0.10
91 O 3.69445 7.17697 -1.27285  -0.19
92 H 2.97435 6.58374 -1.38585  -0.28
93 O 2.30030 -10.64016 5.27661  -0.71
94 V 0.93438 -9.85441 6.05327  0.93
95 O -0.43147 -9.06871 6.82989  -0.69
96 Br 1.53440 5.98557 -3.10464  0.23
97 C 0.05134 -0.88062 -4.62792  -0.25
98 O 0.63561 -1.22420 -3.48990  -0.03
99 H -0.85742 -0.25849 -4.56191  0.08
100 H 0.64895 -0.29362 -5.34590  0.09
101 H -0.30646 -1.69645 -5.27881  0.07
102 C -0.14755 -4.74195 -7.70188  -0.07
103 C -0.48588 -3.27515 -7.49083  -0.11
104 N -0.76647 -2.05834 -7.31588  0.17
105 H -0.80827 -5.36783 -7.09563  0.08
106 H -0.27452 -5.00601 -8.75534  0.08
107 H 0.88911 -4.93120 -7.40973  0.08

The following is a DFT calculation (wB97M-V/def2-TZVPD) of a single C6H9N molecule.

Properties
HOMO level = -8.37 eV
Multiplicity = 1
Energy above the lowest of the compared OMol25 structures with the same formula, charge and spin = 302.6 kJ/mol
Electronic energy = -7855.0231 eV
Charge = 0
SMILES = CN1[C@@H]2C=CC[C@@H]21

Last column: Löwdin charge in e.
Atoms and positions in Å:
1 C 2.11800 -0.47270 0.31902  -0.09
2 N 0.70837 -0.54362 -0.01315  -0.10
3 C -0.66884 -1.09506 0.32965  -0.15
4 C -1.49632 -0.76103 -0.87662  -0.05
5 C -1.33536 0.53416 -1.16748  -0.08
6 C -0.73918 1.32620 -0.01756  -0.14
7 C -0.16857 0.21213 0.81305  -0.32
8 H 2.45958 -0.94789 1.24684  0.07
9 H 2.73647 -0.82064 -0.51633  0.07
10 H 2.31238 0.61307 0.40690  0.09
11 H -0.93691 -1.91424 1.00607  0.13
12 H -2.02741 -1.48386 -1.48802  0.10
13 H -1.51765 0.97208 -2.14206  0.10
14 H 0.07143 2.01399 -0.28760  0.11
15 H -1.52928 1.89410 0.48345  0.11
16 H 0.10262 0.32065 1.86616  0.15

The following is a DFT calculation (wB97M-V/def2-TZVPD) of a molecular structure, C7H24Ba3O7 in a non-equilibrium geometry.

Properties
HOMO level = -17.83 eV
Multiplicity = 1
Electronic energy = -24016.8010 eV
Charge = +4

Last column: Löwdin charge in e.
Atoms and positions in Å:
1 Ba 3.46053 -1.91820 2.96268  1.78
2 Ba -0.57103 -3.28670 3.05565  1.94
3 Ba 4.80953 0.09961 -0.60411  1.80
4 O 0.94834 -1.29874 1.79754  -0.72
5 C 0.34353 -0.44415 0.85428  -0.36
6 C 1.20032 0.20673 -0.26500  -0.39
7 O 2.06248 -0.47548 -1.11933  -0.45
8 H -0.23991 0.29060 1.41925  0.11
9 H -0.44863 -0.95591 0.28775  0.09
10 H 1.74167 1.07948 0.19188  0.08
11 H 0.49915 0.81384 -0.85736  0.12
12 C 2.61798 2.73639 3.06396  -0.12
13 O 3.96578 2.41430 3.40195  -0.09
14 H 1.90401 2.10223 3.60467  0.07
15 H 2.30619 3.74617 3.31883  0.11
16 H 2.40436 2.59980 1.99954  0.06
17 H 4.27508 1.67442 2.88109  0.00
18 C -0.83485 -2.72126 -2.96406  -0.14
19 O 0.39298 -2.65452 -2.24910  -0.15
20 H -1.39305 -1.81010 -2.71690  0.05
21 H -0.75630 -2.68049 -4.05216  0.09
22 H -1.39000 -3.60214 -2.65522  0.08
23 H 0.79982 -1.78653 -2.35571  0.01
24 C -2.85075 0.13401 -1.13298  -0.19
25 O -4.10899 -0.44517 -1.30637  -0.08
26 H -2.78679 0.64200 -0.16451  0.07
27 H -2.09347 -0.66960 -1.13275  0.04
28 H -2.54530 0.89245 -1.86225  0.09
29 H -4.20529 -0.71302 -2.22722  0.10
30 C -1.81933 0.02438 3.89604  -0.10
31 O -2.36633 -1.16253 3.26172  -0.30
32 H -2.18944 0.03408 4.92179  0.11
33 H -0.73430 0.07572 3.82451  0.06
34 H -2.21699 0.93584 3.44707  0.11
35 H -3.32413 -1.12753 3.40732  0.12
36 C 0.39036 1.49918 -4.22857  -0.10
37 O 0.61908 0.17512 -3.69371  -0.15
38 H 1.33835 2.03658 -4.20436  0.08
39 H 0.10050 1.40814 -5.27118  0.09
40 H -0.42968 1.92940 -3.65601  0.07
41 H 1.12454 0.20156 -2.87867  0.00